No. 1
59
Properties=species:S:1:pos:R:3:forces:R:3:lowdin_charge:R:1 method="wB97M-V/def2-TZVPD" homo_ev="-9.855 / -10.836" energy_ha=-1618.9614 s2=2.023 e_above_lowest_kcal_mol=0.12 orbital_gap_ev="7.67 / 6.45" multiplicity=3 total_charge=+1
H -0.70874 -5.62675 1.98998 0.01 0.04 0.02 0.04
H -1.21043 -3.71854 -0.60674 0.04 -0.03 -0.01 0.01
C -2.28786 -1.24950 -1.67025 -0.01 0.05 -0.06 -0.19
H 2.64071 3.21820 3.26282 -0.03 0.04 0.01 0.04
N -0.91065 -0.69986 -1.75413 0.19 -0.20 0.35 -0.14
H -2.31819 -2.22142 -2.16087 0.03 -0.01 0.02 0.12
C 2.11558 0.25580 3.99314 -0.05 0.09 -0.08 -0.03
H 1.54746 -2.10724 -1.76255 0.06 -0.04 0.02 0.08
C 1.41948 -1.64605 2.57204 0.05 0.06 0.09 -0.30
H 0.35419 -3.67019 -1.43917 -0.03 -0.03 0.04 0.01
C 1.42165 -1.26956 -2.44541 -0.07 0.18 0.18 -0.26
H -1.09671 3.86612 1.52968 0.01 -0.05 0.01 0.04
H -0.22540 -5.16281 -0.72688 0.00 0.04 0.01 0.05
C 1.49409 -0.21032 2.79776 0.00 0.04 -0.01 -0.28
H -1.30409 -4.03120 2.46620 0.00 -0.06 0.02 0.04
H 1.93832 -3.57574 3.42766 -0.01 0.05 0.00 0.07
H 2.93060 -4.66083 1.79012 0.00 0.00 -0.06 0.03
H 0.06803 -4.74696 3.30918 -0.05 0.00 -0.03 0.03
H 2.78378 2.56977 0.21559 -0.04 0.02 -0.04 0.04
Si 0.68050 -3.81465 1.05674 -0.03 0.01 -0.06 0.40
H -1.00437 0.30138 -1.87403 0.00 0.03 0.01 0.11
C 2.63037 -0.60901 4.90768 0.02 -0.10 0.02 -0.06
H 2.03336 -1.46184 -3.32915 -0.01 -0.01 -0.06 0.12
Au 0.14229 -0.37466 0.24820 0.07 -0.03 0.13 1.05
H -0.13996 -0.50790 -3.71575 -0.06 -0.01 -0.03 0.13
C 1.73181 2.86654 0.17837 0.07 0.01 -0.14 -0.18
H -1.50065 2.43659 2.48978 -0.01 0.02 -0.05 0.04
C -0.95740 2.78386 1.60639 -0.15 0.00 -0.02 -0.18
H 2.97615 -2.68931 5.43005 -0.01 0.03 -0.02 0.11
H 2.96882 -3.89708 0.20263 0.02 -0.06 0.01 0.04
N 0.97452 0.61104 1.87019 0.07 -0.31 0.12 -0.14
C 2.56206 -2.01178 4.69415 0.04 0.13 0.09 -0.06
H 1.40159 4.41758 2.89488 0.01 -0.01 0.02 0.05
H 1.69287 3.95176 0.04667 0.00 -0.05 0.01 0.04
N -2.42613 -0.19289 0.54838 -0.20 0.04 -0.14 -0.03
Si 0.85285 2.37599 1.74318 -0.04 -0.03 -0.08 0.40
C -0.18149 -4.07839 -0.58159 -0.06 0.08 -0.11 -0.16
C 1.56546 3.36474 3.14240 0.09 0.00 0.16 -0.18
H 2.73452 -0.18146 -1.28615 -0.02 0.00 0.03 0.09
C -0.04478 -1.18186 -2.86045 -0.04 0.05 -0.04 -0.19
H 1.27340 2.40631 -0.69992 0.03 0.04 0.02 0.00
H -3.82584 -1.63644 -0.21986 -0.04 -0.01 -0.04 0.12
N 0.83847 -2.09579 1.45455 -0.07 0.10 -0.13 -0.10
H -1.40597 2.32543 0.72205 0.00 0.03 0.04 0.00
H -2.22783 -2.22068 0.24005 -0.01 -0.05 0.06 0.08
H 2.31810 -5.53125 0.38161 0.01 0.04 0.02 0.04
H 1.07118 3.16987 4.09628 0.03 0.05 -0.02 0.04
C 1.97999 -2.50554 3.57161 -0.08 -0.02 -0.14 -0.05
C -2.76097 -1.39481 -0.22611 0.18 0.18 0.05 -0.26
H -2.58894 -0.34053 1.53701 0.04 0.01 0.00 0.09
C -0.40106 -4.63448 2.33101 -0.03 -0.07 0.12 -0.16
C 2.37970 -4.54810 0.85569 0.12 -0.06 0.04 -0.16
H 1.86897 0.75432 -2.30134 0.02 -0.04 -0.06 0.08
H 3.09609 -0.22343 5.80550 -0.01 -0.03 -0.02 0.11
H -2.97393 -0.59383 -2.21283 0.01 -0.01 -0.06 0.13
N 1.81981 -0.06525 -1.70498 -0.01 0.05 -0.25 -0.03
H -2.98309 0.60944 0.27323 -0.06 -0.04 -0.01 0.08
H -0.38862 -2.16257 -3.18613 0.00 -0.02 0.04 0.12
H 2.17476 1.31974 4.16839 0.01 -0.14 0.00 0.07

No. 2
62
Properties=species:S:1:pos:R:3:forces:R:3:lowdin_charge:R:1 method="wB97M-V/def2-TZVPD" homo_ev=-8.600 smiles=CCN(CC)CC.ClCCCl.ClCCCl.ClCCCl.ClCCCl.ClCCCl energy_ha=-5286.9839 e_above_lowest_kcal_mol=43.41 orbital_gap_ev=9.09
Cl -4.23039 5.75627 -0.35698 -0.21 -0.81 0.75 0.52
C 2.50097 -2.31510 0.12771 -2.13 0.36 2.42 -0.65
H 2.81437 -1.77527 -0.66071 1.78 1.92 -2.30 0.03
C -3.88758 -3.48867 -3.28831 -0.11 -2.50 -1.00 -0.66
C 2.48586 2.01257 2.52416 1.22 -4.12 -2.31 -0.07
H 4.69635 0.85394 1.24889 -0.51 1.09 0.53 0.14
H 4.78401 2.97400 -1.24145 -0.64 -0.71 2.50 0.14
C -2.18475 -0.48712 0.29033 0.39 2.13 3.10 -0.59
H 5.44184 2.89092 0.60894 0.46 2.07 -0.45 0.07
H -1.03059 -5.07903 0.42921 3.06 0.19 -0.78 0.00
H 1.32860 0.01006 -1.52559 1.17 -7.57 0.84 -0.03
H 3.13734 1.44625 -1.89875 4.65 -1.82 -4.17 0.04
C 2.47309 1.65295 -1.23877 -5.26 3.09 3.41 -0.16
H -2.23758 6.43544 -0.03126 1.65 1.74 0.09 -0.01
C 4.99653 2.41173 -0.24332 5.82 2.42 -2.07 -0.13
C -2.93376 0.52355 -0.47365 -2.54 1.05 0.30 -0.68
C -2.43855 -3.07969 -3.57748 0.05 -2.57 0.18 -0.72
H 1.64508 -0.84725 1.19441 -4.79 3.67 -0.85 -0.02
H 4.53584 0.53837 -0.35419 0.13 -0.43 0.65 0.12
H -4.11778 -4.70528 -3.35171 1.17 3.06 1.00 0.15
H 1.39094 2.61750 0.72616 1.14 -0.01 0.71 0.13
C -2.56996 5.49484 0.23987 3.11 -3.86 -2.14 -0.67
H -1.84690 -3.35584 -2.70498 0.16 -0.43 -0.24 0.04
H 5.84690 1.79129 -0.62421 0.33 1.21 0.16 0.09
C -2.30095 -4.99508 2.01838 0.60 -0.70 0.73 -0.68
Cl -2.64090 -0.35954 2.09502 0.29 0.14 -0.86 0.46
H 3.05842 -3.05009 0.49995 3.15 -3.24 0.17 0.02
H -2.50608 -4.20128 -0.01727 0.57 -0.70 0.90 0.05
H -1.66565 -5.69296 2.56497 -0.06 -0.11 -0.20 0.08
C -2.22473 5.04941 1.71819 -2.91 -2.70 -5.01 -0.57
H -1.93594 4.66312 -0.59096 -2.28 2.59 2.57 0.11
N 2.95620 1.40366 0.13177 -5.21 -0.04 1.89 -0.21
Cl -1.93271 -3.40726 2.64814 -0.03 0.48 0.18 0.58
H 3.11551 3.42286 0.98605 -1.75 -2.13 -0.23 0.16
H -4.01946 0.82303 -0.06580 2.43 -1.24 -0.89 0.13
C 1.09095 0.91731 -1.61773 1.36 6.95 1.12 -0.01
Cl -3.33976 3.70843 2.05086 0.05 -0.39 0.76 0.53
C 4.29112 1.36870 0.36971 0.52 -6.69 -3.92 -0.41
Cl -2.67314 -6.52616 -0.19775 -0.11 -0.21 0.13 0.54
H -2.07803 -3.66699 -4.48421 -0.30 1.18 0.99 0.11
H 3.02194 -0.91176 1.58297 4.38 1.73 1.72 0.02
H -2.57105 -1.37894 -0.05128 0.03 -2.48 -0.30 -0.01
H -2.47836 5.76509 2.30627 -2.30 4.78 3.78 -0.01
Cl -2.08599 2.07055 -0.50090 0.25 0.26 -0.58 0.60
C 2.44865 2.37310 1.06456 -1.13 3.92 -0.67 -0.27
H 1.86929 2.49951 3.13981 -2.01 2.85 2.15 0.03
Cl -4.39483 -2.69282 -1.78043 -0.44 -0.56 -0.15 0.58
H 2.34934 2.78034 -1.32740 -0.08 -1.04 -0.10 0.13
H -1.09965 -0.28272 0.29962 -0.60 -0.72 -0.44 0.06
H 2.00618 1.01162 2.57918 0.55 0.04 0.09 0.08
H -4.49560 -3.20776 -4.13192 -0.52 0.86 0.03 0.05
H -2.99740 0.02104 -1.44017 -0.25 1.00 -0.51 0.01
C -2.03255 -5.03760 0.57148 -2.66 0.77 -1.51 -0.68
H -3.30196 -5.26644 2.19447 -1.35 -0.01 0.51 0.05
H 0.58509 1.08012 -2.52187 0.20 0.66 -1.80 0.07
C 2.29115 -1.54508 1.38062 -1.34 -4.26 -0.13 -0.62
H 3.49182 1.91624 2.91338 0.11 0.16 0.21 0.08
Cl -2.20325 -1.36253 -3.64789 0.04 0.94 -0.74 0.60
Cl 1.63488 -2.57527 2.71038 0.77 0.60 -0.37 0.57
H 0.38245 1.25867 -0.92710 -0.98 -0.02 1.43 -0.01
Cl 1.07242 -3.09899 -0.42461 -1.86 -0.73 -0.71 0.63
H -1.28731 4.85002 2.08320 2.76 -1.13 -0.57 0.05

No. 3
57
Properties=species:S:1:pos:R:3:forces:R:3:lowdin_charge:R:1 method="wB97M-V/def2-TZVPD" homo_ev="-10.742 / -10.623" energy_ha=-3191.7091 e_above_lowest_kcal_mol=10.21 orbital_gap_ev="7.86 / 7.70" total_charge=+1
H -0.66943 3.09253 -2.79219 -0.02 -0.01 -0.01 0.01
H 3.61525 0.00984 1.92538 0.01 0.00 -0.02 0.08
H 1.38426 0.71660 3.81226 -0.02 0.02 0.00 0.06
H 3.95650 0.93578 -1.86199 0.06 0.00 0.03 0.04
H -0.45984 -2.84527 -0.13721 -0.06 -0.05 -0.04 0.10
H -4.90570 -2.50460 1.11460 0.02 0.01 0.00 0.11
H 1.58474 -0.48649 -3.91100 0.01 -0.05 -0.01 0.08
C -2.91616 -2.33162 0.33909 0.03 0.03 0.08 -0.05
C -2.45630 1.87652 0.80865 0.06 0.17 -0.04 -0.28
C -0.56896 -1.43122 2.96979 -0.17 0.01 -0.28 -0.22
H 2.35164 -1.66195 3.23282 0.02 -0.03 0.00 0.09
C 2.15866 -1.57192 2.16157 -0.05 0.00 0.00 -0.38
Sb -0.64291 1.99296 -0.32365 -0.58 0.18 0.33 1.39
C -4.82063 -1.15964 -0.55423 0.01 0.00 0.00 -0.09
Ni 0.55326 -0.21886 -0.35610 0.41 -0.39 0.19 -0.12
H -2.07310 3.63940 -1.84369 0.00 -0.02 -0.05 0.02
C -2.64274 -0.85983 -1.54473 -0.08 0.01 -0.10 -0.06
H 2.68164 -2.83838 -0.89487 0.02 0.01 -0.01 0.05
C 0.03900 3.84623 0.49508 0.03 -0.06 -0.09 -0.29
H 0.93215 4.18507 -0.02812 -0.01 0.01 0.04 0.01
H -3.04124 2.77976 0.63034 -0.03 -0.05 0.06 0.02
H -4.42382 0.09520 -2.24908 0.02 0.00 0.01 0.11
H -2.23289 1.80525 1.87441 0.00 0.01 -0.03 0.00
H 5.06553 0.29345 -0.63133 0.01 0.02 -0.01 0.06
H -0.15640 -1.49216 3.97704 -0.02 0.01 0.01 0.06
H 1.97683 -2.57926 1.77545 -0.02 0.00 0.01 0.09
H -3.02759 1.00368 0.49909 0.00 0.00 0.02 -0.02
H -1.51378 -0.88808 2.99156 0.00 -0.01 0.00 0.05
H 3.04941 -1.82268 -2.29204 -0.01 -0.01 0.02 0.04
O 0.46449 -0.21458 -2.20229 -0.21 -0.32 -0.25 -0.48
H -0.36306 -2.08755 -1.61077 0.05 0.09 0.02 0.10
C -4.27335 -2.03444 0.37258 0.01 0.02 -0.03 -0.07
N -0.69086 -2.00316 -0.65034 -0.08 0.07 0.02 0.06
P 2.81012 -0.49840 -0.29305 -0.05 -0.27 0.11 0.85
C -1.46340 2.77862 -2.11712 0.08 -0.04 0.01 -0.28
H 4.20474 -1.56268 1.39895 0.01 0.01 0.06 0.09
C 4.07079 0.70683 -0.80315 -0.12 0.05 -0.04 -0.23
C 3.32551 -0.91669 1.42430 -0.05 0.01 -0.02 -0.38
H 3.95802 1.63000 -0.23479 0.01 0.00 0.00 0.05
H 4.33164 -2.20601 -1.11550 -0.01 -0.03 -0.03 0.06
H -5.88039 -0.94255 -0.53980 0.02 0.00 0.01 0.11
C 3.26988 -1.98579 -1.23690 0.01 0.05 0.00 -0.22
C -4.00013 -0.57786 -1.51383 0.02 -0.05 0.00 -0.08
P 0.62737 -0.58711 1.89665 0.57 0.42 -0.31 0.80
H -2.08082 2.02925 -2.60824 0.03 0.01 0.00 0.00
H -1.98940 -0.41439 -2.28732 -0.01 -0.04 0.02 0.10
H 1.70991 1.54642 2.26887 0.00 0.00 0.01 0.04
C 1.22653 0.31039 -3.24990 0.16 0.21 0.32 -0.23
C 0.98968 0.94225 2.82010 -0.06 -0.06 0.02 -0.25
H -2.49414 -3.03166 1.05273 -0.04 -0.01 -0.03 0.10
C -2.10237 -1.74280 -0.61645 0.07 0.03 -0.03 -0.30
H 0.25566 3.75113 1.55804 0.00 -0.01 -0.03 0.00
H 2.10991 0.87301 -2.91522 -0.08 0.00 -0.01 0.05
H -0.75952 4.57468 0.35318 0.05 0.01 0.03 0.01
H 0.07252 1.52364 2.92763 0.01 0.01 0.01 0.04
H 0.63539 0.99755 -3.86616 -0.04 0.03 0.01 0.07
H -0.76209 -2.43841 2.60091 0.01 0.01 0.03 0.04